--- 1 ---
Here is a 2-piece molecular cluster, C7H14N3S overall from OMol25. Energies are from wB97M-V/def2-TZVPD.

Geometry as ORCA input:
```
! RIJCOSX wB97M-V def2-TZVPD def2/J DEFGRID3
* xyz 1 1
C 2.431 0.885 -2.637
C 1.033 1.075 -2.921
C 2.667 0.045 -1.618
C 0.324 0.261 -2.144
C -2.504 -0.671 1.148
C -0.864 -2.355 1.827
C -0.168 -0.090 1.368
N 0.755 2.145 1.194
N -0.323 1.207 1.168
N -1.070 -1.000 1.324
S 1.236 -0.702 -1.092
H 3.167 1.459 -2.938
H 0.515 1.720 -3.606
H 3.556 -0.209 -1.138
H -2.917 -1.399 0.387
H -3.174 -0.919 1.973
H -2.654 0.247 0.506
H -1.793 -2.502 2.444
H -1.047 -3.074 0.901
H 0.148 -2.389 2.266
H 0.814 -0.411 1.712
H 1.380 2.017 0.382
H 0.442 3.021 0.986
H -1.158 1.386 0.540
H -0.795 0.254 -2.029
*
```

Values from the calculation:
- orbital gap (eV) = 9.49
- HOMO level (eV) = -12.5424

--- 2 ---
Here is an isolated ion of composition C7H14N3S and charge +1 from OMol25. Energies are from wB97M-V/def2-TZVPD.

Geometry as ORCA input:
```
! RIJCOSX wB97M-V def2-TZVPD def2/J DEFGRID3
* xyz 1 1
C -1.105 -1.300 0.701
C -2.229 -0.620 0.288
C -0.123 -0.303 0.734
C -3.593 -1.321 0.026
C -2.666 1.612 -0.462
C 2.944 1.239 -0.544
C 3.722 -0.992 -0.251
N -0.530 0.876 0.347
N -1.765 0.659 -0.011
N 3.199 0.177 0.360
S 1.662 -0.438 1.278
H -0.975 -2.373 0.843
H -3.339 -2.261 -0.521
H -4.179 -1.460 0.982
H -4.169 -0.636 -0.509
H -3.330 1.988 0.294
H -1.997 2.575 -0.666
H -3.152 1.200 -1.375
H 3.925 1.648 -0.766
H 2.364 0.845 -1.408
H 2.383 2.120 -0.039
H 4.233 -0.698 -1.073
H 4.201 -1.630 0.460
H 2.926 -1.644 -0.677
H 1.594 0.734 1.989
*
```

Values from the calculation:
- orbital gap (eV) = 8.49
- HOMO level (eV) = -13.3109

Which structure is the least stable? The one labeled 2.

--- 1 ---
Here is an isolated ion of composition C10H11N2 and charge +1 from OMol25. Energies are from wB97M-V/def2-TZVPD.

Geometry as ORCA input:
```
! RIJCOSX wB97M-V def2-TZVPD def2/J DEFGRID3
* xyz 1 1
C 1.156 1.379 3.576
N 0.778 1.012 2.509
N 0.200 0.376 1.623
C 0.572 0.311 0.330
C 1.742 1.021 -0.103
C 2.065 0.978 -1.389
C 1.337 0.211 -2.373
C 0.394 -0.641 -1.932
C -0.109 -0.639 -0.585
C -0.855 -1.869 -0.044
C -1.635 -0.738 -0.484
C -2.444 -0.005 0.508
H 1.264 1.424 4.620
H 2.446 1.588 0.454
H 2.928 1.557 -1.586
H 1.514 0.030 -3.405
H 0.026 -1.286 -2.619
H -0.701 -2.648 -0.652
H -0.773 -1.940 0.937
H -1.928 -0.813 -1.448
H -2.918 0.993 0.122
H -1.835 0.348 1.209
H -3.223 -0.648 0.733
*
```

Values from the calculation:
- orbital gap (eV) = 7.82
- SMILES = C#[N+]/N=C1\C=CC=C[C@@]12C[C@H]2C
- HOMO level (eV) = -12.6482

--- 2 ---
Here is an isolated ion of composition C10H11N2 and charge +1 from OMol25. Energies are from wB97M-V/def2-TZVPD.

Geometry as ORCA input:
```
! RIJCOSX wB97M-V def2-TZVPD def2/J DEFGRID3
* xyz 1 1
C -0.912 3.868 -0.391
C -0.064 2.881 -0.318
N 0.863 2.089 -0.190
C 1.585 0.992 -0.209
C 2.948 1.041 -0.306
C 3.702 -0.097 -0.242
C 3.069 -1.356 0.087
C 1.725 -1.458 0.333
C 0.880 -0.300 0.072
N -0.379 -0.202 0.136
C -1.234 -1.296 0.350
C -2.683 -0.891 0.129
H -2.009 3.571 -0.180
H -0.603 4.736 -0.852
H 3.599 1.905 -0.340
H 4.859 -0.006 -0.325
H 3.670 -2.204 0.526
H 1.323 -2.360 0.625
H -1.065 -2.218 -0.150
H -1.335 -1.365 1.512
H -2.754 -0.574 -0.956
H -3.268 -1.844 0.435
H -2.938 0.011 0.734
*
```

Values from the calculation:
- orbital gap (spin up / spin down) (eV) = 6.51 / 6.52
- SMILES = C=C=[N+]=C1C=CC=C/C1=N\CC
- HOMO level (spin up / spin down) (eV) = -12.7524 / -12.7579

Which structure is the least stable? The one labeled 1.